1.
24
Properties=species:S:1:pos:R:3:mulliken_charge:R:1 method="wB97M-V/def2-TZVPD" orbital_gap_ev=5.52 total_charge=-1 homo_ev=-1.93 de_lowest_ev=0.000
C -0.4187 1.2390 -1.1856 -0.969
C -1.1254 0.1861 -0.2295 1.228
C 1.2641 -0.3807 0.0362 0.598
C -1.3053 0.9780 1.1351 -1.882
C -2.4302 -0.4021 -0.7038 -1.592
C 1.6311 -0.0949 1.5558 -1.150
C 2.3908 -1.1924 -0.6239 -1.662
N -0.0350 -0.8034 -0.1128 0.412
O -0.2305 -1.8505 -0.9507 -0.942
S 1.3153 1.5573 -0.9066 -0.346
H -0.6981 1.0475 -2.2093 0.465
H -0.8557 2.2334 -0.9780 0.342
H -1.2517 0.4762 2.0428 0.526
H -2.2699 1.5684 1.0852 0.293
H -0.3750 1.6367 1.1532 0.440
H -2.9283 -0.9075 0.1236 0.371
H -2.0708 -1.1174 -1.4574 0.429
H -3.1964 0.1832 -1.2618 0.276
H 0.7033 0.4802 1.9326 0.270
H 2.6279 0.3401 1.7352 0.273
H 1.5279 -1.0186 2.1601 0.363
H 2.7226 -1.9423 0.0218 0.454
H 3.0713 -0.4757 -0.9937 0.363
H 1.9364 -1.7405 -1.3686 0.438

***

2.
15
Properties=species:S:1:pos:R:3:mulliken_charge:R:1 method="wB97M-V/def2-TZVPD" orbital_gap_ev=10.01 homo_ev=-8.94 de_lowest_ev=2.359
C 0.7690 -2.1128 -2.0521 -0.271
N 1.5145 -2.0325 -0.9839 -0.418
H 0.0676 -1.3398 -2.2361 0.275
H 1.0732 -2.8921 -2.8747 0.197
H 2.0171 -2.9141 -0.7923 0.232
C 0.3551 1.5335 0.2489 -0.631
N -0.8462 1.8604 0.9868 -0.392
C -1.5084 0.6121 1.4708 -0.855
H 0.7228 2.4951 -0.2394 0.314
H 0.0469 0.9095 -0.6627 0.108
H 1.2188 0.8890 0.5466 0.287
H -0.6051 2.3097 1.8719 0.239
H -1.4878 -0.1365 0.6624 0.263
H -0.8906 0.0592 2.1474 0.342
H -2.4468 0.7593 1.9063 0.310

***

3.
99
Properties=species:S:1:pos:R:3:mulliken_charge:R:1 method="wB97M-V/def2-TZVPD" orbital_gap_ev="3.61 / 3.62" total_charge=+1 homo_ev="-9.29 / -9.29" de_lowest_ev=4.691
Pd -0.0349 -0.1187 -0.0390 2.474
C 2.4592 -2.7012 -2.5194 -1.280
Si 0.7066 -2.0217 -2.6625 0.804
C -0.2274 -3.0082 -3.9394 -1.139
C 1.1060 -0.3190 -3.2953 -0.518
C -0.3101 -2.1702 -1.0512 0.492
Si -2.1766 -2.4864 -1.0427 -0.152
C -2.9311 -2.1116 0.6220 -0.824
C -3.2631 -1.5910 -2.2526 -0.194
C -2.4054 -4.3074 -1.4119 -1.073
Si 0.6105 -3.2085 0.2152 -0.484
C -0.0984 -3.6078 1.8844 -0.761
C 0.9934 -4.8841 -0.5173 -1.021
C 2.1250 -2.1500 0.5952 0.533
C 3.2696 -2.6059 1.2471 -0.791
C 4.2842 -1.7151 1.5509 -0.554
C 4.1475 -0.3823 1.1760 -1.081
C 2.9906 0.0103 0.5360 -0.522
N 2.0016 -0.8453 0.2612 1.056
H 2.7741 -3.0568 -3.5098 0.467
H 2.5996 -3.5287 -1.8173 0.224
H 3.1418 -1.8987 -2.2220 0.269
H 0.2597 -2.9239 -4.9219 0.469
H -1.2698 -2.6681 -4.0385 0.280
H -0.2465 -4.0724 -3.6621 0.295
H 1.8787 -0.4142 -4.0738 0.575
H 1.5223 0.2701 -2.4855 -0.195
H 0.2704 0.2335 -3.7202 0.132
H -2.5272 -1.1928 1.0348 0.042
H -2.7630 -2.9136 1.3524 0.286
H -4.0171 -1.9826 0.5051 0.555
H -3.2108 -0.5095 -2.1103 -0.254
H -4.2922 -1.9188 -2.0472 0.523
H -3.0453 -1.8262 -3.3037 0.163
H -1.9376 -4.9642 -0.6632 0.252
H -1.9929 -4.5677 -2.3984 0.286
H -3.4819 -4.5208 -1.4267 0.427
H -0.9838 -4.2590 1.8071 0.396
H -0.3722 -2.7093 2.4388 -0.263
H 0.6693 -4.1518 2.4544 0.411
H 0.0493 -5.4530 -0.5566 0.326
H 1.6861 -5.4448 0.1314 0.359
H 1.4071 -4.8659 -1.5317 0.425
H 3.3586 -3.6609 1.5079 0.462
H 5.1753 -2.0489 2.0684 0.436
H 4.9282 0.3423 1.3755 0.480
H 2.8474 1.0315 0.2163 0.278
I -2.2554 -1.4938 4.6477 0.072
C -1.3785 0.3295 4.2299 -0.403
C -1.5739 1.3692 5.1230 -0.475
C -1.0176 2.6123 4.8887 -0.128
I -1.3633 4.0895 6.3061 0.106
C -0.2101 2.8750 3.7266 0.841
C 0.3998 4.1141 3.4664 -0.718
C 1.2032 4.2469 2.3705 -1.338
C 1.3562 3.1503 1.5199 -0.019
N 0.7526 1.9887 1.6994 0.415
C 0.0022 1.8363 2.8002 0.100
C -0.5737 0.4893 3.0345 -0.423
O -0.3489 -0.4449 2.2575 -0.109
H -2.1637 1.1991 6.0135 0.377
H 0.2355 4.9478 4.1392 0.193
H 1.7112 5.1809 2.1521 0.447
H 2.0061 3.2446 0.6596 0.377
N -1.3353 0.9902 -1.0093 -1.092
P -1.7415 2.1643 -1.9825 1.681
C -2.5737 3.4197 -0.9916 0.126
C -3.6358 2.9996 -0.1832 -0.334
C -4.3582 3.9304 0.5486 -0.774
C -4.0223 5.2793 0.4785 -0.614
C -2.9580 5.6956 -0.3118 -0.807
C -2.2290 4.7671 -1.0493 -0.394
C -2.8960 1.8221 -3.3411 0.070
C -3.8840 2.7485 -3.6872 -0.821
C -4.6839 2.5338 -4.8042 -0.733
C -4.5048 1.3959 -5.5790 -0.719
C -3.5323 0.4663 -5.2325 -1.061
C -2.7315 0.6791 -4.1206 0.042
C -0.3896 3.0237 -2.8250 0.250
C 0.8504 3.0437 -2.2043 0.224
C 1.9100 3.7375 -2.7684 -0.749
C 1.7270 4.4141 -3.9705 -0.788
C 0.4977 4.3672 -4.6143 -0.710
C -0.5633 3.6686 -4.0461 -0.642
H -3.8932 1.9441 -0.1429 0.444
H -5.1878 3.6078 1.1678 0.465
H -4.5944 6.0106 1.0427 0.420
H -2.6957 6.7462 -0.3611 0.449
H -1.4073 5.0961 -1.6774 0.457
H -4.0342 3.6373 -3.0863 0.448
H -5.4459 3.2597 -5.0669 0.433
H -5.1237 1.2348 -6.4536 0.399
H -3.3977 -0.4310 -5.8311 0.447
H -1.9887 -0.0568 -3.8459 0.645
H 0.9607 2.4822 -1.2937 0.142
H 2.8832 3.7428 -2.2895 0.457
H 2.5489 4.9734 -4.4077 0.389
H 0.3659 4.8654 -5.5683 0.454
H -1.5216 3.6270 -4.5531 0.410

***

4.
58
Properties=species:S:1:pos:R:3:mulliken_charge:R:1 method="wB97M-V/def2-TZVPD" orbital_gap_ev=9.40 homo_ev=-10.11 de_lowest_ev=0.186
C 3.3772 -4.5045 -3.3026 -0.228
C 3.9665 -4.3893 -2.0476 -0.213
C 5.2135 -4.9415 -1.7990 -0.630
C 5.8544 -5.6346 -2.8138 0.367
C 5.2398 -5.8723 -4.0338 -0.474
C 4.0545 -5.2149 -4.2962 -0.499
N 7.1011 -6.3350 -2.4871 0.904
O 7.3376 -6.6038 -1.3306 -0.557
O 7.8197 -6.6081 -3.4349 -0.560
H 2.4021 -4.1014 -3.5402 0.387
H 3.4963 -3.8189 -1.2555 0.373
H 5.7070 -4.7555 -0.8553 0.379
H 5.7392 -6.4934 -4.7635 0.390
H 3.5786 -5.3247 -5.2630 0.376
C -0.1802 0.4184 -0.1886 -0.408
C 0.5292 -0.7477 -0.4149 -0.417
C 0.2878 -1.5040 -1.5392 -0.395
C -0.6292 -1.0513 -2.4688 0.016
C -1.3747 0.0815 -2.2292 -0.514
C -1.1597 0.8214 -1.0804 -0.207
N -0.8254 -1.7928 -3.7103 1.004
O -0.0469 -2.6990 -3.9525 -0.613
O -1.7458 -1.4546 -4.4310 -0.593
H -0.0316 0.9780 0.7268 0.419
H 1.2509 -1.0682 0.3247 0.377
H 0.8074 -2.4284 -1.7512 0.435
H -2.1485 0.4119 -2.9087 0.436
H -1.7906 1.6769 -0.8844 0.442
C -3.9939 3.6262 0.9404 -1.167
C -2.8735 4.6452 1.1005 -0.114
O -3.2012 5.9139 0.5484 -0.365
C -3.1935 5.9914 -0.7775 0.824
O -2.8376 5.1155 -1.5226 -0.585
O -3.6262 7.2085 -1.1136 -0.345
C -3.7074 7.4890 -2.5028 -0.663
H -3.6460 2.6402 1.2395 0.315
H -4.2888 3.5942 -0.1105 0.367
H -4.8921 3.9325 1.4783 0.351
H -1.9735 4.2499 0.6186 0.305
H -2.6328 4.8302 2.1446 0.249
H -3.4013 8.5186 -2.6622 0.245
H -4.7169 7.3182 -2.8758 0.268
H -3.0443 6.8479 -3.0852 0.326
C 0.1679 -1.7016 3.5399 -0.993
C 0.3899 -1.3048 4.9726 -0.266
O 0.2243 0.1213 5.1525 -0.369
C -1.0181 0.5373 5.3719 0.791
O -1.9790 -0.1654 5.5532 -0.559
O -1.0165 1.8684 5.3541 -0.338
C -2.2993 2.4699 5.4406 -0.607
H 0.5173 -2.7259 3.3945 0.421
H 0.7972 -1.1198 2.8643 0.173
H -0.8830 -1.5948 3.2775 0.316
H 1.4309 -1.4599 5.2621 0.291
H -0.2328 -1.8386 5.6866 0.341
H -2.7890 2.2260 6.3861 0.292
H -2.9572 2.1756 4.6244 0.262
H -2.1540 3.5470 5.4303 0.238

***

5.
37
Properties=species:S:1:pos:R:3:mulliken_charge:R:1 method="wB97M-V/def2-TZVPD" orbital_gap_ev=9.42 homo_ev=-8.92 de_lowest_ev=3.802
C 2.5806 0.4879 0.6253 0.144
C 1.5159 0.6076 -0.2959 0.063
C 2.8863 -1.0415 0.8144 -0.518
C 3.8857 -1.5020 -0.2582 0.421
C -0.7899 1.6016 -0.4597 -0.159
C -0.3380 3.1374 -0.6851 0.305
C -2.3146 1.4961 -0.0288 -0.996
C -2.7511 0.0297 -0.0957 0.861
C -3.8922 -0.3409 0.6187 -0.264
C -2.0884 -0.9788 -0.8321 -0.140
C -4.4586 -1.6320 0.5230 -0.559
C -2.5982 -2.2866 -0.9397 -0.791
C -3.8601 -2.6039 -0.2377 -0.343
H 2.7352 0.9423 2.6011 0.234
H 2.4916 2.2297 1.5502 0.197
H 3.2792 0.8141 -0.0466 0.423
H 1.8721 -1.5179 0.7072 0.303
H 3.3426 -1.0345 1.7474 0.428
H 4.2811 -3.0395 -1.3271 0.265
H 2.8781 -3.2355 -0.3976 0.268
H 0.5471 1.2260 1.1802 0.541
H -0.5762 1.2013 -1.4683 0.458
H -2.9014 1.9454 -0.9267 0.267
H -2.6863 1.9809 0.8500 0.455
H -4.1469 0.3309 1.6077 0.120
H -1.1018 -0.8273 -1.2567 0.267
H -5.5508 -1.6844 0.8243 0.283
H -2.1786 -3.0993 -1.5065 0.403
H -4.2211 -3.6597 -0.2521 0.315
H 1.3460 4.1580 -0.8276 0.353
N 2.2668 1.2928 1.7128 -0.659
N 3.8006 -2.8425 -0.4817 -0.440
N 0.2059 0.7869 0.3155 -0.239
O 1.6568 0.5550 -1.4953 -0.651
O 4.8850 -0.8758 -0.6668 -0.626
O -1.0470 4.1146 -0.5222 -0.570
O 1.0442 3.2638 -0.6696 -0.419

***

6.
60
Properties=species:S:1:pos:R:3:mulliken_charge:R:1 method="wB97M-V/def2-TZVPD" orbital_gap_ev=8.57 homo_ev=-8.05
C 1.5133 4.7142 -2.1141 -0.937
H 2.4651 5.0848 -2.4916 0.260
O 1.3404 3.4420 -2.6954 -0.477
C 0.3150 2.6727 -2.2401 0.433
C 0.2972 1.3492 -2.6809 -0.362
C -0.6524 0.4701 -2.2088 -0.363
C -1.6278 0.8851 -1.3066 0.178
C -1.6550 2.2224 -0.9440 -0.496
C -0.6928 3.1114 -1.3905 -0.624
H -0.7345 4.1352 -1.0578 0.419
H -2.4404 2.5896 -0.2979 0.481
C -2.5821 -0.1210 -0.7237 -1.746
H -3.4198 0.3756 -0.2323 0.403
H -2.9772 -0.7455 -1.5286 0.460
C -1.8847 -1.0459 0.2899 1.728
N -1.9761 -0.5698 1.6652 0.285
C -2.1950 -1.6228 2.4887 0.228
N -2.4001 -1.7048 3.7450 -0.799
C -2.7704 -3.0914 3.9887 -0.682
H -3.6693 -3.1228 4.6071 0.287
H -1.9636 -3.5946 4.5325 0.331
C -2.9825 -3.7509 2.5899 0.240
N -2.2806 -2.7969 1.7530 0.165
C -2.5440 -2.4414 0.3840 -0.940
H -2.0980 -3.1559 -0.3122 0.267
H -3.6254 -2.3745 0.1808 0.389
C -2.3991 -5.1509 2.4801 -1.632
H -2.8848 -5.8113 3.1938 0.411
H -2.5502 -5.5480 1.4784 0.383
H -1.3322 -5.1278 2.6886 0.387
H -4.0551 -3.7756 2.3315 0.351
C -1.4926 0.6911 2.1557 -0.373
H -1.5495 1.4277 1.3561 0.000
H -2.1424 0.9881 2.9836 0.457
C -0.0494 0.6420 2.6853 -1.191
N 0.9146 0.3999 1.6372 -0.056
C 1.4381 1.4047 0.9008 0.023
O 1.1872 2.5774 1.1117 -0.673
C 2.3733 0.9897 -0.1862 1.139
C 2.2803 -0.2337 -0.8379 -0.173
C 3.1344 -0.5138 -1.8865 -0.587
C 4.1072 0.3819 -2.3204 1.466
C 4.1867 1.5979 -1.6514 -0.828
C 3.3332 1.9029 -0.6103 -0.820
H 3.3931 2.8559 -0.1080 0.480
H 4.9262 2.3186 -1.9668 0.343
C 5.0141 0.0542 -3.4605 -1.863
H 4.4351 -0.1223 -4.3673 0.383
H 5.7122 0.8661 -3.6447 0.389
H 5.5781 -0.8550 -3.2508 0.408
Br 2.9308 -2.1938 -2.7718 -0.196
H 1.5275 -0.9604 -0.5716 0.271
H 1.1549 -0.5548 1.4315 0.324
H 0.1849 1.6133 3.1280 0.400
H 0.0329 -0.1403 3.4411 0.547
H -0.8308 -1.1619 -0.0093 -0.619
H -0.6374 -0.5579 -2.5435 0.434
H 1.0539 1.0327 -3.3815 0.585
H 0.7162 5.4034 -2.4119 0.361
H 1.5493 4.6456 -1.0232 0.341

***

7.
14
Properties=species:S:1:pos:R:3:mulliken_charge:R:1 method="wB97M-V/def2-TZVPD" orbital_gap_ev=9.93 homo_ev=-9.31 de_lowest_ev=1.880
C -2.5795 -0.0962 -0.3272 -1.007
C 2.4743 -0.3611 0.0950 -1.184
Si -0.7662 -0.0713 -0.7753 0.253
Si 0.8270 0.3710 0.8049 0.615
Cl 1.0330 2.0929 1.7999 -0.225
Cl 0.1329 -0.9497 2.3201 -0.328
H -2.9228 -1.0529 -0.5416 0.318
H -2.5653 -0.1199 0.7910 0.303
H -3.1886 0.7095 -0.6370 0.351
H 2.9913 -0.9936 0.6636 0.391
H 2.4780 -0.6813 -0.9319 0.374
H 2.9912 0.5577 -0.0852 0.330
H -0.4227 -1.0323 -1.8205 -0.113
H -0.4827 1.6271 -1.3557 -0.078

***

8.
52
Properties=species:S:1:pos:R:3:mulliken_charge:R:1 method="wB97M-V/def2-TZVPD" orbital_gap_ev="6.65 / 6.65" total_charge=-2 homo_ev="-2.89 / -2.89" de_lowest_ev=0.000
Sr -0.4475 -0.3601 0.8028 1.900
O -4.7053 0.2688 1.1232 -0.801
C -3.6709 0.2116 0.4527 0.048
O -2.6025 0.8824 0.6328 -0.840
C -3.6886 -0.7412 -0.7664 0.159
C -2.5824 -0.4831 -1.8011 0.285
C -2.9637 -1.0754 -3.1596 -0.969
C -2.8251 -2.5941 -2.8766 -0.973
C -2.3291 -2.5838 -1.4221 -0.208
O -1.5330 -1.3887 -1.3870 -0.335
C -3.4839 -2.2647 -0.4582 0.111
C -3.0770 -2.6896 0.9697 -0.213
O -3.7710 -3.5474 1.5257 -0.830
O -1.9958 -2.1798 1.4090 -0.668
H -4.6716 -0.6120 -1.2240 0.308
H -2.1856 0.5266 -1.8258 0.476
H -2.2492 -0.7426 -3.9118 0.329
H -3.9688 -0.7834 -3.4681 0.398
H -2.0881 -3.0555 -3.5358 0.343
H -3.7648 -3.1405 -2.9731 0.368
H -1.7147 -3.4323 -1.1279 0.560
H -4.3754 -2.8356 -0.7152 0.425
Br 4.6714 0.8154 -6.3859 -0.270
C 4.2169 0.5893 -4.5388 0.143
C 5.2373 0.3480 -3.6343 -0.334
C 4.9031 0.1815 -2.2965 -0.521
C 3.5786 0.2513 -1.8877 -0.455
C 2.5701 0.4956 -2.8113 0.021
C 2.8933 0.6708 -4.1525 -0.361
C 1.1009 0.5762 -2.3653 0.161
O 0.2742 0.9036 -3.2234 -0.723
O 0.9151 0.2897 -1.1532 -0.479
H 6.2647 0.2932 -3.9681 0.368
H 5.6869 -0.0045 -1.5718 0.380
H 3.2947 0.1229 -0.8513 0.483
H 2.0923 0.8675 -4.8519 0.532
O -2.0260 1.0443 3.4814 0.143
O -1.8648 2.1333 3.9531 -0.147
C 1.4819 3.4576 5.1735 -1.152
N 1.5121 2.2036 4.4516 0.133
C 1.6797 1.0330 5.1292 0.040
C 1.6699 -0.1540 4.5067 -1.060
C 1.4447 -0.1580 3.0648 1.054
O 1.3534 -1.2421 2.4435 -0.772
N 1.2706 1.0118 2.4109 -0.382
C 1.2912 2.2098 3.0440 0.322
O 1.1582 3.2927 2.4910 -0.765
H 2.3282 3.5205 5.8618 0.365
H 0.5523 3.5649 5.7397 0.303
H 1.5420 4.2583 4.4430 0.343
H 1.8151 1.1315 6.2006 0.364
H 1.7859 -1.0875 5.0340 0.396

***

9.
24
Properties=species:S:1:pos:R:3:mulliken_charge:R:1 method="wB97M-V/def2-TZVPD" orbital_gap_ev="7.73 / 7.73" total_charge=+1 homo_ev="-13.14 / -13.14" de_lowest_ev=6.015
C 1.2551 1.4094 -0.7358 -0.815
C 0.7328 1.7831 0.4440 -0.486
C -2.7057 0.2662 0.6497 -0.261
C 2.6288 -0.7260 -0.7593 -0.577
C 1.3062 -1.2767 -1.2816 -0.551
C 1.3571 -0.0679 -0.3116 0.965
C 0.8525 0.3898 0.9447 0.431
C 0.6121 -0.2071 2.2323 -1.368
C -1.7413 0.0457 -1.5063 -0.947
N -1.6800 0.1458 -0.1144 -0.043
H 1.4888 1.9744 -1.5809 0.575
H 0.6676 2.7054 0.9989 0.445
H -3.7330 0.6304 0.2156 0.219
H -2.7452 0.1965 1.7506 0.241
H 3.2459 -1.1998 -0.0176 0.258
H 3.3087 -0.1170 -1.3342 0.267
H 0.9547 -1.2127 -2.2576 0.322
H 0.9432 -2.1224 -0.7443 0.245
H 0.0290 0.3284 2.9410 0.406
H 1.5500 -0.4743 2.6693 0.355
H 0.0365 -1.0548 2.0337 0.415
H -2.4778 0.8671 -2.0017 0.350
H -2.1390 -0.8801 -1.8422 0.345
H -0.8405 0.4294 -2.0125 0.208

***

10.
18
Properties=species:S:1:pos:R:3:mulliken_charge:R:1 method="wB97M-V/def2-TZVPD" orbital_gap_ev=8.19 total_charge=+1 homo_ev=-13.43 de_lowest_ev=2.449
C -2.5827 -1.3123 0.3506 0.014
C -0.5104 -0.8380 -0.7306 -0.207
C -0.7744 1.2827 0.5143 0.106
C 0.9888 -0.7588 -0.6388 -0.968
C 0.3758 2.0954 0.1119 -1.180
N -3.0601 -0.1131 0.1342 -0.411
N -1.2694 -1.6055 0.1852 -0.160
P -2.0033 0.9683 -0.6629 0.098
H -3.3508 -2.0923 0.7707 0.365
H -0.9716 -0.9705 -1.7057 0.454
H -0.9113 0.8626 1.4534 0.525
H 1.0866 -1.1071 0.4066 0.344
H 1.2924 0.2609 -0.8349 0.252
H 1.2301 -1.5077 -1.3181 0.373
H 0.5503 1.9499 -1.0303 0.456
H 1.4014 1.9697 0.6377 0.325
H 0.0215 3.0663 0.3606 0.338
H -0.7763 -2.0631 0.9472 0.275

***

Molecular weight? In order: 160.3; 74.1; 1073.3; 454.4; 279.3; 485.4; 159.2; 628.9; 136.2; 129.1 g mol⁻¹.